[1]
Density functional theory data (wB97M-V/def2-TZVPD) for a molecular structure, C52H63AsN2O5SiTi.

The geometry in ORCA input format:
```
! RIJCOSX wB97M-V def2-TZVPD def2/J DEFGRID3
* xyz 2 1
Ti -0.8243 -0.7069 -0.6919
C -2.9486 -3.0569 -2.0106
C -1.5819 -3.6756 -2.2387
O -0.6616 -3.3376 -1.2154
C -0.5616 -4.2245 -0.1034
C -1.6709 -3.9922 0.8941
O -1.7890 -2.5863 1.0177
C -2.6318 -2.1526 2.0662
C -2.6133 -0.6357 2.0269
O -2.5165 -0.1589 0.6635
C -3.7897 -0.0958 -0.0151
C -4.0358 -1.3584 -0.7983
O -2.8079 -1.7545 -1.4241
H -3.5486 -3.6672 -1.3309
H -3.4877 -2.9733 -2.9594
H -1.1472 -3.3181 -3.1713
H -1.6920 -4.7612 -2.3204
H 0.3939 -3.9867 0.3611
H -0.5416 -5.2653 -0.4380
H -1.3996 -4.4499 1.8523
H -2.6296 -4.4200 0.5763
H -2.2530 -2.4862 3.0393
H -3.6381 -2.5655 1.9329
H -1.7590 -0.2247 2.5566
H -3.5150 -0.2139 2.4719
H -3.7487 0.7747 -0.6588
H -4.5837 0.0595 0.7172
H -4.8028 -1.1687 -1.5560
H -4.3702 -2.1845 -0.1653
C 1.3378 -2.2853 -3.9984
C 1.0828 -1.0556 -3.1950
N 1.7090 0.0539 -3.4645
O 0.2560 -1.1146 -2.2300
H 2.3946 -2.3756 -4.2459
H 0.7674 -2.2145 -4.9281
H 1.0168 -3.1574 -3.4383
H 2.3934 0.0830 -4.2048
H 1.5728 0.8919 -2.9009
C -2.1112 -0.0012 -6.7638
C -1.9835 -0.9927 -5.8039
C -1.7582 -0.6475 -4.4754
C -1.6561 0.6817 -4.0671
C -1.8217 1.6649 -5.0537
C -2.0345 1.3320 -6.3825
Si -1.4736 1.3359 -2.3025
C -3.1193 2.2325 -2.0550
C -3.2867 3.3464 -1.2282
C -4.5231 3.9694 -1.0996
C -5.6217 3.4883 -1.7932
C -5.4802 2.3844 -2.6249
C -4.2451 1.7686 -2.7530
C -0.1387 2.6669 -2.2999
C 0.0202 3.4881 -1.1780
C 0.9032 4.5560 -1.1720
C 1.6762 4.8214 -2.2947
C 1.5402 4.0269 -3.4219
C 0.6326 2.9723 -3.4269
H -2.2856 -0.2611 -7.7990
H -2.0706 -2.0343 -6.0883
H -1.6889 -1.4412 -3.7435
H -1.7974 2.7137 -4.7802
H -2.1523 2.1147 -7.1197
H -2.4522 3.7567 -0.6805
H -4.6229 4.8380 -0.4627
H -6.5814 3.9779 -1.6987
H -6.3294 2.0148 -3.1845
H -4.1535 0.9212 -3.4240
H -0.5458 3.2853 -0.2799
H 0.9955 5.1781 -0.2906
H 2.3686 5.6526 -2.2958
H 2.1209 4.2422 -4.3093
H 0.5164 2.3948 -4.3364
C -0.7009 2.6339 7.0330
C -0.3432 1.8265 5.8171
C -0.4789 2.3455 4.5397
C -0.1622 1.6152 3.3982
C -0.3047 2.3300 2.0819
C 0.3113 0.3069 3.5337
As 0.7666 -1.0095 2.1364
N 0.6355 -0.2091 0.3151
C 1.9439 -0.0029 -0.2838
C 2.7383 -1.1027 -0.6066
C 3.9911 -0.9204 -1.1631
C 4.4659 0.3648 -1.4149
C 3.6756 1.4568 -1.0954
C 2.4181 1.2723 -0.5255
C 2.6836 -1.0741 2.4074
C 3.2683 -2.3518 2.4116
C 2.5368 -3.6203 2.0475
C 4.6106 -2.4779 2.7507
C 5.3905 -1.3803 3.0850
C 6.8379 -1.5328 3.4567
C 4.7926 -0.1278 3.0645
C 3.4561 0.0541 2.7332
C 2.9512 1.4712 2.7558
C 0.4215 -0.2586 4.8216
C 0.8781 -1.6728 5.1012
C 0.1039 0.5178 5.9300
H -0.6612 3.7016 6.8244
H -0.0262 2.4198 7.8607
H -1.7127 2.3982 7.3678
H -0.8355 3.3629 4.4182
H -1.1633 3.0025 2.1081
H -0.4225 1.6521 1.2370
H 0.5788 2.9435 1.8832
H 2.3689 -2.1034 -0.4142
H 4.6066 -1.7821 -1.3871
H 5.4498 0.5073 -1.8403
H 4.0347 2.4627 -1.2695
H 1.8215 2.1232 -0.2461
H 1.5256 -3.6697 2.4533
H 3.0838 -4.4861 2.4165
H 2.4669 -3.7311 0.9610
H 5.0561 -3.4659 2.7643
H 7.1372 -2.5787 3.4813
H 7.0333 -1.0995 4.4379
H 7.4770 -1.0137 2.7412
H 5.3858 0.7455 3.3146
H 3.6841 2.1234 2.2804
H 2.8093 1.8163 3.7824
H 2.0090 1.5957 2.2345
H 1.9659 -1.7392 5.1538
H 0.5469 -2.3955 4.3508
H 0.4755 -2.0052 6.0568
H 0.2026 0.0747 6.9147
*
```

## Properties
HOMO energy	-12.62	eV
energy above the lowest of the compared OMol25 structures with the same formula, charge and spin	0.0	kJ/mol
max |F|	1.0	eV Å⁻¹

[2]
Density functional theory data (wB97M-V/def2-TZVPD) for C8H10N2S in the gas phase at a distorted geometry.

The geometry in ORCA input format:
```
! RIJCOSX wB97M-V def2-TZVPD def2/J DEFGRID3
* xyz 0 1
C -2.7936 -0.7393 1.1109
C -1.5972 -0.0554 0.5145
C -0.7050 -0.9856 -0.1067
C 0.5660 -0.9622 -0.5870
N 1.4877 0.0465 -0.7404
C 2.5726 0.4109 -0.2791
C 3.4560 1.4325 -0.9779
S 3.1713 -0.3382 1.2248
C -1.4787 1.1881 0.9022
C -0.4571 2.0795 0.6023
N 0.4425 2.6668 0.3425
H -3.3215 -0.1051 1.7594
H -2.5346 -1.6836 1.6571
H -3.5209 -0.8911 0.2804
H -1.2280 -1.9225 -0.2333
H 0.8583 -2.0284 -1.0303
H 4.5441 1.6630 -0.5167
H 2.8456 2.3042 -0.7957
H 3.4790 1.0093 -2.0988
H 1.9989 -0.1774 1.7241
H -2.3327 1.6981 1.3368
*
```

## Properties
HOMO energy	-8.28	eV
energy above the lowest of the compared OMol25 structures with the same formula, charge and spin	252.7	kJ/mol
max |F|	6.7	eV Å⁻¹
SMILES string	CC(/C=C\N=C(\C)S)=C/C#N

[3]
Density functional theory data (wB97M-V/def2-TZVPD) for 2 unconnected molecules or ions with the total composition C2H4N2 at a distorted geometry.

The geometry in ORCA input format:
```
! RIJCOSX wB97M-V def2-TZVPD def2/J DEFGRID3
* xyz 0 1
C 0.4717 -0.0030 0.3303
C -0.8192 -0.0917 -0.4577
N 1.8174 -0.4086 -0.0435
N 1.6118 0.8053 0.0865
H 0.3323 -0.3924 1.9022
H -1.2786 0.7925 0.0141
H -1.4135 -0.9633 -0.2517
H -0.7219 0.2612 -1.5803
*
```

## Properties
HOMO energy	-10.25	eV
energy above the lowest of the compared OMol25 structures with the same formula, charge and spin	443.5	kJ/mol
max |F|	5.1	eV Å⁻¹